1.
{"formula": "C29H25N3O3PS2Y", "method": "ωB97M-V/def2-TZVPD", "fmax_ev_per_a": 0.735, "orbital_gap_ev": 6.1, "total_energy_ha": -2685.67755, "lumo_ev": -6.62, "total_charge": 2, "symbols": ["Y", "O", "C", "C", "C", "C", "C", "C", "C", "O", "N", "N", "C", "S", "C", "C", "S", "H", "H", "H", "H", "H", "H", "H", "H", "H", "O", "N", "C", "C", "C", "C", "C", "C", "C", "P", "C", "C", "C", "C", "C", "C", "C", "C", "C", "C", "C", "C", "H", "H", "H", "H", "H", "H", "H", "H", "H", "H", "H", "H", "H", "H", "H", "H"], "positions_angstrom": [[-0.108, 0.318, 0.357], [-3.778, 1.755, -1.952], [-3.700, 3.051, -1.574], [-4.779, 3.859, -1.937], [-4.802, 5.191, -1.594], [-3.748, 5.759, -0.873], [-2.688, 4.969, -0.503], [-2.634, 3.602, -0.837], [-1.488, 2.828, -0.363], [-1.417, 1.536, -0.747], [-0.614, 3.351, 0.433], [0.402, 2.452, 0.854], [1.219, 3.050, 1.678], [1.084, 4.712, 2.083], [2.454, 4.693, 3.279], [3.460, 3.634, 2.865], [2.511, 2.151, 2.423], [-2.928, 1.341, -1.741], [-5.584, 3.409, -2.500], [-5.643, 5.803, -1.891], [-3.762, 6.806, -0.611], [-1.869, 5.396, 0.057], [2.058, 4.498, 4.275], [2.909, 5.682, 3.268], [4.130, 3.370, 3.681], [4.046, 3.946, 2.001], [2.023, -1.245, 0.103], [1.205, -1.501, 1.205], [1.391, -2.489, 1.982], [0.536, -2.750, 3.141], [1.063, -3.689, 4.029], [0.414, -4.000, 5.217], [-0.775, -3.369, 5.520], [-1.321, -2.443, 4.635], [-0.698, -2.120, 3.437], [-1.613, -0.973, 2.345], [-2.454, 0.205, 3.417], [-3.836, 0.196, 3.586], [-4.439, 1.168, 4.373], [-3.669, 2.142, 4.988], [-2.289, 2.153, 4.821], [-1.682, 1.192, 4.031], [-2.824, -1.942, 1.428], [-3.520, -1.275, 0.413], [-4.454, -1.952, -0.353], [-4.688, -3.302, -0.120], [-3.995, -3.969, 0.881], [-3.064, -3.295, 1.658], [2.667, -1.957, -0.069], [2.233, -3.163, 1.818], [2.001, -4.176, 3.795], [0.842, -4.726, 5.894], [-1.299, -3.591, 6.440], [-2.259, -1.967, 4.893], [-4.443, -0.561, 3.106], [-5.513, 1.158, 4.503], [-4.146, 2.897, 5.598], [-1.687, 2.911, 5.302], [-0.600, 1.217, 3.919], [-3.376, -0.211, 0.234], [-4.996, -1.422, -1.124], [-5.415, -3.834, -0.718], [-4.182, -5.018, 1.064], [-2.536, -3.830, 2.437]]}

2.
{"formula": "C29H25N5O3SV", "method": "ωB97M-V/def2-TZVPD", "fmax_ev_per_a": 0.906, "multiplicity": 2, "orbital_gap_ev": [4.7, 4.7], "total_energy_ha": -2961.86277, "lumo_ev": [3.89, 3.90], "s2": 0.774, "total_charge": -2, "relative_energy_ev": 0.592, "symbols": ["V", "C", "C", "C", "C", "C", "H", "H", "H", "H", "H", "N", "C", "C", "C", "C", "C", "C", "H", "H", "H", "H", "H", "N", "C", "C", "C", "C", "C", "C", "S", "O", "O", "O", "H", "H", "H", "H", "H", "H", "N", "C", "C", "C", "C", "C", "C", "N", "C", "C", "C", "C", "N", "C", "C", "H", "H", "H", "H", "H", "H", "H", "H", "H"], "positions_angstrom": [[1.961, 2.043, -0.160], [2.104, 3.919, 1.048], [2.092, 2.873, 2.015], [3.262, 2.112, 1.834], [4.008, 2.666, 0.770], [3.301, 3.793, 0.289], [1.367, 4.699, 0.951], [1.310, 2.706, 2.739], [3.515, 1.209, 2.367], [4.946, 2.294, 0.392], [3.610, 4.438, -0.518], [1.187, 2.204, -1.688], [0.612, 2.445, -2.897], [1.327, 3.055, -3.948], [0.735, 3.294, -5.176], [-0.588, 2.937, -5.413], [-1.309, 2.336, -4.386], [-0.729, 2.094, -3.153], [2.358, 3.332, -3.763], [1.315, 3.766, -5.963], [-1.049, 3.127, -6.374], [-2.345, 2.059, -4.543], [-1.302, 1.637, -2.355], [-1.430, 2.927, 1.003], [-2.823, 2.764, 0.990], [-3.659, 3.866, 0.801], [-5.035, 3.735, 0.888], [-5.616, 2.504, 1.164], [-4.791, 1.402, 1.327], [-3.409, 1.525, 1.242], [-7.394, 2.375, 1.365], [-7.686, 0.957, 1.191], [-7.944, 3.236, 0.323], [-7.644, 2.867, 2.716], [-1.101, 3.711, 0.459], [-0.883, 2.111, 0.761], [-3.218, 4.836, 0.589], [-5.679, 4.592, 0.734], [-5.248, 0.439, 1.517], [-2.775, 0.655, 1.375], [1.604, -4.798, 1.829], [1.723, -6.155, 1.629], [1.565, -7.248, 2.464], [1.778, -8.507, 1.911], [2.138, -8.651, 0.569], [2.294, -7.549, -0.261], [2.084, -6.280, 0.273], [2.172, -5.042, -0.322], [1.878, -4.166, 0.625], [1.845, -2.743, 0.487], [1.586, -1.861, 1.554], [1.584, -0.509, 1.373], [1.875, 0.109, 0.170], [2.092, -0.768, -0.886], [2.077, -2.122, -0.763], [1.316, -4.341, 2.673], [1.282, -7.135, 3.504], [1.661, -9.388, 2.530], [2.294, -9.646, 0.169], [2.569, -7.659, -1.303], [1.345, -2.217, 2.550], [1.331, 0.155, 2.188], [2.291, -0.292, -1.836], [2.266, -2.729, -1.637]]}

3.
{"formula": "C29H25NO5", "method": "ωB97M-V/def2-TZVPD", "fmax_ev_per_a": 1.569, "orbital_gap_ev": 3.6, "total_energy_ha": -1550.83442, "lumo_ev": -2.59, "relative_energy_ev": 2.680, "symbols": ["O", "C", "C", "C", "C", "N", "O", "O", "C", "C", "H", "H", "H", "H", "C", "O", "C", "C", "C", "C", "C", "C", "C", "C", "C", "C", "C", "C", "C", "C", "C", "C", "C", "O", "C", "C", "C", "C", "C", "H", "H", "H", "H", "H", "H", "H", "H", "H", "H", "H", "H", "H", "H", "H", "H", "H", "H", "H", "H", "H"], "positions_angstrom": [[-3.196, -0.136, 2.615], [-1.970, -0.145, 2.367], [-1.196, -1.385, 2.240], [0.171, -1.393, 2.247], [0.881, -0.169, 2.254], [2.302, -0.181, 2.271], [2.917, 0.911, 2.280], [2.901, -1.281, 2.276], [0.192, 1.068, 2.248], [-1.176, 1.084, 2.241], [-1.753, -2.317, 2.216], [0.731, -2.327, 2.249], [0.767, 1.993, 2.252], [-1.721, 2.026, 2.217], [-12.400, 3.826, 2.498], [-11.680, 2.583, 2.319], [-10.381, 2.518, 2.723], [-9.721, 1.275, 2.556], [-8.417, 1.124, 2.969], [-7.686, 2.228, 3.455], [-6.304, 2.081, 3.886], [-5.918, 0.946, 4.633], [-4.617, 0.669, 4.997], [-4.227, -0.416, 5.855], [-2.881, -0.551, 6.286], [-2.505, -1.594, 7.123], [-3.447, -2.539, 7.550], [-4.775, -2.430, 7.123], [-5.167, -1.386, 6.291], [-5.348, 3.126, 3.530], [-5.285, 3.609, 2.202], [-4.348, 4.549, 1.842], [-3.511, 5.125, 2.831], [-2.624, 6.060, 2.395], [-1.782, 6.743, 3.355], [-3.612, 4.700, 4.177], [-4.476, 3.665, 4.493], [-8.335, 3.479, 3.568], [-9.678, 3.616, 3.274], [-13.386, 3.610, 2.085], [-12.485, 4.093, 3.562], [-11.932, 4.653, 1.944], [-10.268, 0.454, 2.105], [-7.911, 0.165, 2.877], [-6.728, 0.263, 4.901], [-3.815, 1.287, 4.596], [-2.148, 0.180, 5.934], [-1.468, -1.676, 7.449], [-3.143, -3.354, 8.209], [-5.509, -3.171, 7.443], [-6.202, -1.323, 5.949], [-5.943, 3.175, 1.450], [-4.229, 4.868, 0.811], [-1.216, 7.439, 2.734], [-2.376, 7.297, 4.097], [-1.096, 6.049, 3.865], [-2.991, 5.165, 4.945], [-4.503, 3.277, 5.511], [-7.790, 4.342, 3.952], [-10.196, 4.561, 3.442]]}